ORCA calculation (the ωB97M-V functional and the def2-TZVPD basis) on 3 unconnected molecules or ions with the total composition C22H29F16N2O3P in a non-equilibrium geometry.

Structure (ORCA input):
```
! wB97M-V def2-TZVPD RIJCOSX def2/J DEFGRID3
* xyz 0 1
C 3.367 1.097 -0.941
C 2.262 1.709 -0.101
P 1.009 0.497 0.488
C -0.497 1.519 0.843
C 0.501 -0.616 -0.930
C -0.612 -1.367 -0.416
N -1.602 -1.861 -0.009
C 0.082 -0.040 -2.329
C -0.026 1.398 -2.360
N -0.152 2.556 -2.247
C 0.991 -0.607 -3.438
C 1.078 0.196 -4.749
C 2.407 0.937 -4.922
C 2.372 2.387 -4.510
O 1.342 3.015 -5.222
C 0.946 4.267 -4.690
H 3.025 0.714 -1.890
H 3.915 0.364 -0.371
H 4.073 1.881 -1.173
H 1.807 2.564 -0.574
H 2.714 2.089 0.802
H -0.862 1.319 1.832
H -1.235 1.285 0.093
H -0.252 2.561 0.704
H 1.276 -1.342 -1.105
H -0.906 -0.410 -2.543
H 0.580 -1.575 -3.681
H 1.983 -0.799 -3.060
H 1.057 -0.536 -5.540
H 0.234 0.847 -4.914
H 2.688 0.888 -5.963
H 3.201 0.433 -4.393
H 3.329 2.834 -4.773
H 2.257 2.478 -3.434
H 1.419 4.459 -3.742
H -0.112 4.224 -4.486
H 1.142 5.070 -5.386
C 2.587 -0.102 5.495
C 2.718 -0.226 3.962
C 3.361 -1.494 3.381
F 4.638 -1.648 3.769
F 3.365 -1.415 2.030
F 3.323 0.880 3.470
F 1.442 -0.219 3.491
O 3.519 0.691 6.229
C 4.712 0.216 6.732
C 5.923 0.929 6.120
F 5.953 0.794 4.783
F 7.053 0.385 6.624
F 4.805 -1.122 6.645
F 4.724 0.518 8.047
H 1.654 0.441 5.632
H 2.431 -1.073 5.964
H 2.789 -2.379 3.673
H 5.894 1.992 6.365
C -5.048 -2.472 -0.432
C -5.726 -1.691 -1.577
C -6.352 -0.326 -1.273
F -7.358 -0.402 -0.387
F -6.862 0.183 -2.421
F -6.624 -2.485 -2.199
F -4.739 -1.431 -2.482
O -5.756 -3.541 0.199
C -6.608 -3.376 1.267
C -8.045 -3.787 0.931
F -8.535 -3.080 -0.100
F -8.830 -3.559 2.009
F -6.539 -2.140 1.790
F -6.191 -4.226 2.230
H -4.218 -2.984 -0.913
H -4.588 -1.807 0.296
H -5.594 0.367 -0.897
H -8.080 -4.848 0.677
*
```

## Properties
Orbital gap, eV: 8.998

***

ORCA calculation (the ωB97M-V functional and the def2-TZVPD basis) on a molecular structure, C22H29FeN8OS2Se in a non-equilibrium geometry.

Structure (ORCA input):
```
! wB97M-V def2-TZVPD RIJCOSX def2/J DEFGRID3
* xyz 0 6
Fe -0.829 0.340 0.374
C 4.410 3.612 -0.810
C 3.913 2.376 -1.548
N 2.482 2.386 -1.796
C 1.570 2.005 -0.876
S -0.060 1.742 -1.439
N 1.989 1.898 0.359
N 1.059 1.306 1.172
C 1.354 1.229 2.415
C 2.601 1.766 3.040
C 0.362 0.518 3.261
C 0.536 0.378 4.633
C -0.439 -0.273 5.370
C -1.548 -0.784 4.717
C -1.626 -0.631 3.343
N -0.703 0.010 2.635
H 5.467 3.507 -0.562
H 3.846 3.742 0.112
H 4.286 4.508 -1.420
H 4.145 1.476 -0.975
H 4.402 2.302 -2.521
H 2.141 2.460 -2.738
H 3.237 2.195 2.273
H 3.147 0.970 3.549
H 2.362 2.537 3.777
H 1.418 0.774 5.112
H -0.328 -0.383 6.441
H -2.330 -1.306 5.250
H -2.444 -1.054 2.773
N -3.672 3.424 1.475
C -3.050 2.302 1.078
O -1.887 2.069 1.407
C -3.803 1.315 0.228
C -2.868 0.804 -0.836
H -3.159 4.101 2.014
H -4.608 3.633 1.179
H -4.714 1.771 -0.182
H -4.113 0.499 0.890
H -2.574 1.568 -1.549
H -3.212 -0.094 -1.336
C 4.322 -2.150 -2.817
N 3.008 -1.705 -3.228
C 2.548 -1.588 -4.531
C 1.294 -1.100 -4.467
N 0.999 -0.943 -3.129
C 2.051 -1.298 -2.351
S 2.145 -1.273 -0.681
H 4.914 -2.344 -3.708
H 4.244 -3.056 -2.216
H 4.800 -1.383 -2.208
H 3.148 -1.874 -5.375
H 0.591 -0.868 -5.245
H 0.210 -0.450 -2.731
Se -1.478 -1.954 0.231
C -2.908 -3.035 -0.355
C -4.167 -2.539 -0.688
C -5.146 -3.426 -1.104
N -4.969 -4.742 -1.206
C -3.763 -5.203 -0.876
C -2.710 -4.409 -0.451
H -4.381 -1.482 -0.624
H -6.131 -3.055 -1.370
H -3.625 -6.276 -0.960
H -1.754 -4.846 -0.199
*
```

## Properties
Energy relative to the best compared isomer or geometry (same formula, charge and spin), kJ/mol: 82.1
Orbital gap (spin up / spin down), eV: 6.996 / 6.957

***

ORCA calculation (the ωB97M-V functional and the def2-TZVPD basis) on a molecular structure, C22H29GdI2N2O3P2 in a non-equilibrium geometry.

Structure (ORCA input):
```
! wB97M-V def2-TZVPD RIJCOSX def2/J DEFGRID3
* xyz 2 8
I -0.870 3.655 -6.832
I 1.412 2.279 -7.028
Gd -0.014 1.087 -2.387
P 1.696 2.694 -1.642
C 3.394 2.201 -1.608
C 1.551 4.130 -2.681
H 2.178 4.909 -2.239
H 1.877 4.020 0.288
H 0.504 4.470 -2.728
H 0.176 3.494 0.040
H 3.744 1.923 -2.613
H 1.886 3.909 -3.703
C 1.233 3.186 0.009
H 3.967 3.055 -1.241
H 1.363 2.359 0.721
H 3.546 1.337 -0.945
P -1.591 -0.608 -3.205
C -0.986 -2.198 -3.683
C -2.785 -0.846 -1.897
H -2.850 1.097 -4.325
H -3.276 -0.574 -4.833
H -1.786 0.217 -5.448
C -2.455 0.102 -4.585
H -3.187 0.123 -1.558
H -3.589 -1.462 -2.306
H -1.850 -2.787 -3.997
H -0.472 -2.699 -2.850
H -2.331 -1.350 -1.033
H -0.273 -2.112 -4.517
C 1.589 -0.340 -2.734
O 2.467 -1.118 -2.908
O 1.391 -2.197 -0.941
C 0.840 -1.505 -0.117
N 0.725 -1.862 1.255
C -0.041 -0.941 1.975
C -0.362 0.089 0.865
O -1.024 1.144 1.012
N 0.193 -0.264 -0.312
C -1.263 -1.743 2.489
C -2.571 -1.474 2.120
C -3.612 -2.295 2.577
C -3.346 -3.385 3.384
C -2.031 -3.670 3.752
C -0.995 -2.847 3.296
C 0.832 -0.302 3.064
C 0.474 -0.303 4.406
C 1.323 0.253 5.370
C 2.529 0.819 4.997
C 2.897 0.834 3.652
C 2.045 0.274 2.691
H 1.152 -2.726 1.551
H -2.826 -0.622 1.466
H -4.647 -2.076 2.280
H -4.154 -4.034 3.734
H -1.807 -4.534 4.386
H 0.030 -3.110 3.597
H -0.475 -0.739 4.755
H 1.029 0.237 6.427
H 3.195 1.253 5.748
H 3.851 1.282 3.349
H 2.378 0.294 1.640
*
```

## Properties
Energy relative to the best compared isomer or geometry (same formula, charge and spin), kJ/mol: 0.0
Orbital gap (spin up / spin down), eV: 5.973 / 3.395

***

ORCA calculation (the ωB97M-V functional and the def2-TZVPD basis) on a molecular structure, C22H29GdN3P2 in a non-equilibrium geometry.

Structure (ORCA input):
```
! wB97M-V def2-TZVPD RIJCOSX def2/J DEFGRID3
* xyz 1 8
C 3.193 -2.807 -0.776
C 1.987 -2.121 -0.690
C 1.471 -1.823 0.602
C 2.199 -2.237 1.762
C 3.456 -2.887 1.620
C 3.952 -3.160 0.358
C 1.606 -1.995 3.006
C 0.229 -1.774 3.116
C -0.468 -1.393 1.922
C -1.888 -1.258 1.956
C -2.531 -1.413 3.175
C -1.844 -1.696 4.373
C -0.481 -1.898 4.337
H 3.565 -3.088 -1.762
H 4.007 -3.173 2.520
H 4.903 -3.678 0.226
H 2.163 -2.231 3.900
H -3.621 -1.317 3.198
H -2.411 -1.775 5.304
H 0.075 -2.179 5.244
N 0.267 -1.146 0.765
Gd 0.494 1.135 0.524
C 1.246 -1.722 -1.955
H 0.210 -2.088 -1.963
H 1.767 -2.104 -2.846
C -2.698 -0.946 0.703
H -2.459 -1.628 -0.126
H -3.776 -0.994 0.918
P 1.175 0.114 -2.054
P -2.292 0.752 0.152
C -3.253 1.673 1.428
H -3.043 2.750 1.370
H -4.332 1.502 1.313
H -2.938 1.345 2.427
C -3.315 0.934 -1.352
H -4.376 0.709 -1.166
H -3.220 1.952 -1.754
H -2.936 0.250 -2.124
C 2.944 0.422 -2.453
H 3.217 -0.040 -3.415
H 3.118 1.506 -2.491
H 3.567 0.009 -1.650
C 0.386 0.377 -3.675
H 0.384 1.454 -3.896
H 0.914 -0.164 -4.476
H -0.660 0.041 -3.631
H 1.379 0.987 2.179
H 2.357 1.240 0.542
N -1.265 3.665 -0.810
C -1.234 4.475 -1.883
C 0.051 4.385 -2.413
C 0.751 3.474 -1.623
N -0.075 3.011 -0.631
H -2.047 3.485 -0.171
H -2.103 5.029 -2.190
H 0.456 4.902 -3.264
H 1.777 3.157 -1.699
*
```

## Properties
Energy relative to the best compared isomer or geometry (same formula, charge and spin), kJ/mol: 0.0
Orbital gap (spin up / spin down), eV: 6.026 / 5.516

***

ORCA calculation (the ωB97M-V functional and the def2-TZVPD basis) on C22H29N3O3 in the gas phase.

Structure (ORCA input):
```
! wB97M-V def2-TZVPD RIJCOSX def2/J DEFGRID3
* xyz 0 1
O -1.499 -2.869 -1.609
C -1.664 -1.765 -1.125
N -0.643 -0.853 -1.015
C -0.850 0.575 -1.111
H -1.920 0.774 -1.090
H -0.464 0.931 -2.077
C -0.115 1.360 -0.016
N -0.197 2.787 -0.265
C -1.486 3.352 0.101
C -1.515 4.829 -0.294
O -0.484 5.551 0.333
C 0.768 4.999 0.006
C 0.854 3.529 0.413
H 1.824 3.125 0.114
H 0.760 3.451 1.511
H 1.515 5.591 0.538
H 0.940 5.080 -1.078
H -2.452 5.294 0.020
H -1.414 4.907 -1.387
H -2.278 2.825 -0.431
H -1.667 3.263 1.188
H 0.940 1.077 -0.040
H -0.504 1.095 0.983
C 0.692 -1.320 -1.341
C 1.582 -1.454 -0.129
C 1.028 -1.599 1.118
C 1.821 -1.707 2.267
C 3.182 -1.674 2.166
C 3.800 -1.556 0.904
C 5.205 -1.548 0.782
C 5.805 -1.460 -0.441
C 5.019 -1.382 -1.599
C 3.654 -1.380 -1.515
C 2.997 -1.457 -0.267
H 3.073 -1.336 -2.423
H 5.501 -1.327 -2.564
H 6.882 -1.457 -0.526
H 5.799 -1.620 1.682
H 3.805 -1.748 3.045
H 1.344 -1.815 3.230
H -0.047 -1.626 1.219
H 0.586 -2.302 -1.818
H 1.132 -0.628 -2.065
N -2.910 -1.324 -0.693
C -4.032 -2.190 -1.032
H -3.830 -2.653 -1.997
C -4.242 -3.270 0.031
H -5.145 -3.846 -0.172
O -4.420 -2.692 1.309
C -3.307 -1.906 1.657
H -3.517 -1.496 2.647
C -3.074 -0.776 0.644
H -2.192 -0.211 0.937
H -3.945 -0.112 0.633
H -2.405 -2.538 1.707
H -3.371 -3.941 0.037
H -4.922 -1.558 -1.100
*
```

## Properties
Energy relative to the best compared isomer or geometry (same formula, charge and spin), kJ/mol: 167.3
Orbital gap, eV: 8.755

***

ORCA calculation (the ωB97M-V functional and the def2-TZVPD basis) on C22H29N3O3 in the gas phase.

Structure (ORCA input):
```
! wB97M-V def2-TZVPD RIJCOSX def2/J DEFGRID3
* xyz 0 1
C 3.853 -1.029 -5.073
H 4.251 -0.820 -6.062
H 2.863 -1.465 -5.177
H 4.506 -1.754 -4.590
C 3.766 0.272 -4.268
C 5.160 0.846 -4.007
H 5.642 1.070 -4.955
H 5.085 1.764 -3.430
H 5.781 0.134 -3.467
O 2.974 0.139 -3.100
C 3.429 -0.705 -2.067
C 4.059 0.066 -0.898
H 4.954 0.588 -1.236
H 4.356 -0.653 -0.132
C 3.101 1.107 -0.319
N 1.908 0.516 0.249
C 0.688 0.884 -0.174
O 0.491 1.731 -1.019
C -0.471 0.115 0.491
N -0.284 -0.020 1.936
C 0.967 -0.188 2.409
O 1.281 -0.209 3.584
C 2.026 -0.418 1.333
H 3.004 -0.314 1.806
H 1.920 -1.457 0.980
C -1.418 -0.112 2.892
C -2.709 -0.146 2.139
C -2.898 0.302 0.868
C -4.274 0.121 0.548
C -5.057 0.381 -0.576
C -6.398 0.072 -0.526
C -6.975 -0.488 0.617
C -6.225 -0.756 1.742
C -4.872 -0.448 1.701
N -3.900 -0.601 2.650
H -4.043 -0.977 3.571
H -6.672 -1.188 2.625
H -8.031 -0.715 0.615
H -7.024 0.266 -1.385
H -4.617 0.816 -1.460
C -1.759 0.851 0.098
H -1.902 0.744 -0.977
H -1.631 1.918 0.302
C -1.394 1.127 3.800
H -0.471 1.145 4.371
H -2.237 1.103 4.486
H -1.461 2.029 3.197
C -1.294 -1.399 3.722
H -0.349 -1.420 4.254
H -2.093 -1.442 4.458
H -1.361 -2.271 3.075
H -0.492 -0.894 0.043
H 2.758 1.766 -1.120
H 3.616 1.697 0.448
H 4.140 -1.451 -2.437
H 2.541 -1.235 -1.703
H 3.190 1.002 -4.850
*
```

## Properties
Energy relative to the best compared isomer or geometry (same formula, charge and spin), kJ/mol: 40.7
Orbital gap, eV: 8.482

***

ORCA calculation (the ωB97M-V functional and the def2-TZVPD basis) on C22H29N3O3S in the gas phase in a non-equilibrium geometry.

Structure (ORCA input):
```
! wB97M-V def2-TZVPD RIJCOSX def2/J DEFGRID3
* xyz 0 1
C -3.867 -4.244 0.012
C -3.908 -2.750 -0.088
C -3.010 -2.078 -0.910
C -3.026 -0.702 -1.006
C -3.932 0.051 -0.258
C -4.848 -0.619 0.548
C -4.831 -1.999 0.626
H -5.548 -2.499 1.263
H -5.569 -0.059 1.123
N -3.954 1.450 -0.346
C -2.838 2.201 -0.680
O -2.902 3.186 -1.394
N -1.656 1.806 -0.123
C -1.512 0.932 1.026
H -1.472 -0.122 0.721
C -0.200 1.255 1.738
N 0.931 1.024 0.860
S 1.444 -0.597 0.887
O 1.546 -0.993 2.263
O 0.570 -1.390 0.064
C 3.083 -0.435 0.166
C 3.456 -1.128 -0.985
C 4.733 -0.918 -1.493
C 5.633 -0.055 -0.885
C 5.237 0.601 0.270
C 3.971 0.424 0.813
C 3.604 1.154 2.063
H 2.938 1.983 1.832
H 3.078 0.492 2.744
H 4.496 1.544 2.548
H 5.930 1.266 0.765
C 7.009 0.134 -1.444
H 7.683 -0.612 -1.023
H 7.008 0.014 -2.525
H 7.398 1.118 -1.195
H 5.033 -1.447 -2.386
C 2.556 -2.092 -1.688
H 3.088 -2.577 -2.504
H 2.190 -2.848 -0.998
H 1.681 -1.585 -2.089
C 0.716 1.471 -0.510
C -0.447 2.451 -0.591
H -0.614 2.764 -1.624
H -0.225 3.350 -0.003
H 1.636 1.944 -0.868
H 0.498 0.602 -1.142
H -0.182 2.294 2.080
H -0.068 0.598 2.597
H -2.362 1.069 1.700
C -5.245 2.099 -0.487
H -5.095 3.026 -1.038
H -5.671 2.330 0.493
H -5.935 1.459 -1.038
H -2.336 -0.199 -1.667
H -2.288 -2.640 -1.482
H -4.643 -4.613 0.677
H -2.899 -4.567 0.393
H -4.005 -4.696 -0.970
*
```

## Properties
Energy relative to the best compared isomer or geometry (same formula, charge and spin), kJ/mol: 238.4
Orbital gap, eV: 8.727

***

ORCA calculation (the ωB97M-V functional and the def2-TZVPD basis) on a molecular structure, C22H29N9S3Ti in a non-equilibrium geometry.

Structure (ORCA input):
```
! wB97M-V def2-TZVPD RIJCOSX def2/J DEFGRID3
* xyz 0 1
Ti -0.080 0.080 -0.592
C -3.612 -3.735 -1.964
C -2.319 -2.906 -2.128
N -1.226 -3.516 -1.409
C -0.466 -3.038 -0.436
S 0.737 -4.002 0.223
N -0.747 -1.738 0.026
N -0.125 -1.199 1.091
C -0.268 -1.609 2.289
C -1.268 -2.625 2.829
C 0.628 -0.913 3.273
C 0.044 -0.443 4.519
C 0.731 0.425 5.322
C 1.977 0.849 4.853
C 2.551 0.184 3.756
N 1.847 -0.616 2.923
H -4.456 -3.203 -2.526
H -3.554 -4.801 -2.225
H -3.828 -3.801 -0.878
H -2.056 -2.694 -3.204
H -2.536 -1.996 -1.623
H -0.940 -4.408 -1.764
H -0.745 -3.573 3.045
H -1.655 -2.263 3.791
H -1.925 -2.886 1.984
H -0.948 -0.732 4.702
H 0.269 0.884 6.200
H 2.575 1.548 5.498
H 3.636 0.420 3.460
N 2.066 -0.318 -0.089
C 3.177 -0.165 -1.045
C 3.726 1.266 -1.404
C 2.711 2.369 -1.608
C 1.522 2.086 -2.504
N 0.170 1.729 -1.941
H 2.369 0.169 0.732
H 2.039 -1.325 0.181
H 2.853 -0.709 -1.947
H 4.115 -0.688 -0.671
H 4.267 1.050 -2.397
H 4.530 1.615 -0.730
H 3.206 3.269 -2.089
H 2.281 2.699 -0.646
H 1.785 1.231 -3.060
H 1.446 2.905 -3.180
H -0.512 1.659 -2.742
H -0.186 2.456 -1.389
S -2.292 0.785 -0.283
C -2.177 2.523 -0.081
C -3.232 3.267 -0.447
C -3.229 4.608 -0.080
C -2.088 5.194 0.469
C -0.988 4.407 0.805
C -1.028 3.044 0.570
S 0.276 1.920 1.019
H -4.013 2.795 -1.025
H -4.097 5.222 -0.301
H -2.167 6.250 0.781
H -0.114 4.696 1.382
N 0.093 -4.923 -3.774
C 0.304 -3.811 -3.851
N 0.514 -2.511 -4.098
C 0.331 -1.646 -3.203
N 0.100 -0.814 -2.389
*
```

## Properties
Energy relative to the best compared isomer or geometry (same formula, charge and spin), kJ/mol: 134.6
Orbital gap, eV: 7.233